Entry 1:
The following is a quantum chemistry calculation of a cluster of 5 separate species, C37H62O14 in total in a non-equilibrium geometry, from the Open Molecules 2025 dataset.

For the calculated total energy, the calculation gives -68023.1982 eV. Its total charge is 0. For the HOMO energy, the calculation gives -8.82 eV. The HOMO-LUMO gap comes out at 7.82 eV. As for the SMILES: O=C1c2ccccc2C(=O)c2c(COCOCCO)cc(CCCO)cc21.COCCOC.COCCOC.COCCOC.COCCOC.

Each line ends with the Mulliken charge.
Geometry (Å):
O -1.178 -1.340 4.038  -0.540
C -1.343 -1.169 2.809  -0.056
C -0.873 -2.265 1.717  0.487
C -1.118 -3.785 1.867  -0.754
C -0.668 -4.776 0.733  -0.437
C 0.071 -4.253 -0.582  -0.628
C 0.312 -2.706 -0.718  -0.317
C -0.157 -1.762 0.407  0.613
C 0.011 -0.159 0.318  0.313
O 1.044 0.416 -0.095  -0.766
C -1.267 0.664 0.862  0.247
C -1.808 1.906 0.120  0.483
C -1.169 2.507 -1.245  -0.694
O -0.869 1.435 -2.161  -0.314
C -1.883 1.286 -3.175  -0.353
O -3.205 1.028 -2.674  -0.378
C -3.292 -0.241 -1.980  0.514
C -4.496 -1.185 -2.461  -0.523
O -5.651 -0.453 -2.966  -0.509
C -3.075 2.588 0.717  -0.549
C -3.805 2.078 1.995  0.513
C -5.126 2.885 2.431  -0.662
C -6.187 2.838 1.190  -0.490
C -6.162 4.155 0.283  -0.235
O -7.462 4.396 -0.365  -0.560
C -3.255 0.832 2.755  -1.030
C -1.998 0.157 2.161  0.679
H -1.653 -4.209 2.789  0.328
H -0.863 -5.907 0.790  0.344
H 0.416 -4.977 -1.404  0.331
H 0.822 -2.330 -1.673  0.367
H -0.256 3.117 -0.925  0.309
H -1.988 3.196 -1.673  0.448
H -1.580 0.357 -3.799  0.328
H -1.831 2.172 -3.909  0.290
H -2.260 -0.758 -1.995  0.095
H -3.492 0.002 -0.867  -0.205
H -4.099 -1.972 -3.188  0.224
H -4.867 -1.759 -1.526  0.327
H -6.426 -0.912 -2.564  0.327
H -3.479 3.496 0.161  0.058
H -5.658 2.356 3.305  0.253
H -4.857 3.954 2.725  0.376
H -5.993 1.926 0.523  0.217
H -7.262 2.713 1.587  0.371
H -5.880 5.093 0.881  0.261
H -5.404 4.092 -0.591  0.176
H -7.279 5.184 -0.935  0.334
H -3.759 0.431 3.694  0.294
C 4.382 -3.297 0.931  -0.696
O 3.820 -2.329 0.057  -0.367
C 3.587 -1.079 0.710  0.653
C 4.655 -0.056 0.341  -0.764
O 5.927 -0.416 0.880  -0.167
C 6.792 -0.971 -0.101  -0.871
H 4.702 -4.152 0.331  0.251
H 5.249 -2.904 1.467  0.268
H 3.625 -3.636 1.646  0.317
H 3.528 -1.209 1.797  0.372
H 2.616 -0.714 0.361  -0.535
H 4.383 0.908 0.782  0.310
H 4.712 0.076 -0.745  0.401
H 7.130 -0.186 -0.785  0.299
H 6.303 -1.770 -0.665  0.332
H 7.663 -1.386 0.409  0.257
C 9.026 0.779 6.041  -0.716
O 9.036 0.378 4.679  -0.383
C 7.922 -0.454 4.352  -0.619
C 6.854 0.324 3.591  0.094
O 6.233 1.301 4.427  -0.420
C 6.705 2.614 4.166  -0.688
H 9.788 1.550 6.173  0.244
H 8.059 1.191 6.335  0.312
H 9.278 -0.073 6.681  0.316
H 7.503 -0.919 5.251  0.344
H 8.302 -1.252 3.706  0.345
H 6.071 -0.371 3.278  0.009
H 7.272 0.787 2.692  0.334
H 6.317 2.964 3.204  0.274
H 7.798 2.658 4.164  0.315
H 6.331 3.273 4.952  0.258
C -3.289 -10.024 -1.704  -0.670
O -3.855 -9.061 -2.581  -0.374
C -4.095 -7.813 -1.933  -0.597
C -3.032 -6.785 -2.303  -0.454
O -1.760 -7.137 -1.762  -0.235
C -0.893 -7.691 -2.741  -0.879
H -2.965 -10.879 -2.301  0.243
H -2.425 -9.626 -1.168  0.264
H -4.045 -10.365 -0.989  0.328
H -4.155 -7.941 -0.847  0.326
H -5.068 -7.454 -2.284  0.379
H -3.309 -5.821 -1.864  0.341
H -2.973 -6.655 -3.389  0.367
H -0.557 -6.906 -3.427  0.311
H -1.378 -8.493 -3.304  0.418
H -0.021 -8.103 -2.230  0.235
C -2.086 8.587 -3.893  -0.677
O -1.322 8.865 -2.728  -0.383
C -1.669 8.013 -1.638  -0.575
C -0.630 6.913 -1.444  -0.503
O -0.645 5.990 -2.531  -0.179
C 0.434 6.198 -3.431  -0.885
H -1.648 9.138 -4.727  0.244
H -2.079 7.522 -4.138  0.267
H -3.117 8.929 -3.752  0.326
H -2.669 7.588 -1.775  0.321
H -1.689 8.639 -0.740  0.386
H -0.884 6.348 -0.541  0.347
H 0.369 7.339 -1.305  0.376
H 1.372 5.876 -2.967  0.321
H 0.511 7.245 -3.736  0.377
H 0.259 5.589 -4.319  0.248

Entry 2:
The following is a quantum chemistry calculation of a structure of composition C37H63IInO18 in a non-equilibrium geometry, from the Open Molecules 2025 dataset.

For the calculated total energy, the calculation gives -89522.8748 eV. Its total charge is -1. For the HOMO energy, the calculation gives -5.10 eV. The HOMO-LUMO gap comes out at 6.57 eV. The value obtained for the energy above the lowest of the compared OMol25 structures with the same formula, charge and spin is 0.00 kcal/mol.

Each line ends with the Mulliken charge.
Geometry (Å):
C 4.474 -1.041 1.148  -1.168
C 4.459 -0.418 -0.261  0.014
C 5.639 0.521 -0.572  -0.464
C 5.192 1.794 -1.292  -0.717
C 4.432 2.750 -0.365  -0.305
C 3.661 3.840 -1.106  -1.184
C 2.343 3.351 -1.726  -0.370
C 1.318 2.867 -0.676  -0.832
In -0.786 3.228 -1.229  0.709
I -0.899 3.585 -4.016  -0.525
C -1.975 1.401 -0.811  -1.197
C -3.129 1.097 -1.774  0.067
C -3.937 -0.131 -1.325  -0.318
C -5.337 -0.211 -1.871  0.322
O -5.718 0.346 -2.852  -0.511
O -6.244 -0.927 -1.141  -0.440
C -5.822 -2.172 -0.567  -0.355
C -5.481 -2.073 0.924  -0.958
C -1.705 4.944 -0.166  -1.692
C -2.627 4.392 0.897  0.855
C -2.055 3.657 2.032  -0.624
O -2.630 5.016 2.179  -0.554
H 4.212 -2.099 1.107  0.243
H 3.753 -0.552 1.805  0.366
H 5.470 -0.989 1.590  0.267
H 4.446 -1.226 -0.994  0.472
H 3.524 0.133 -0.385  -0.080
H 6.149 0.812 0.353  0.408
H 6.352 -0.010 -1.205  -0.021
H 4.581 1.540 -2.162  0.219
H 6.077 2.324 -1.656  0.387
H 5.169 3.202 0.309  0.367
H 3.737 2.185 0.262  0.222
H 4.298 4.277 -1.884  0.397
H 3.408 4.645 -0.409  0.360
H 1.932 4.193 -2.291  0.408
H 2.527 2.555 -2.452  0.195
H 1.557 3.328 0.289  0.440
H 1.437 1.787 -0.538  0.163
H -2.384 1.493 0.203  0.234
H -1.300 0.537 -0.809  0.373
H -2.718 0.905 -2.769  -0.158
H -3.808 1.944 -1.885  0.279
H -4.013 -0.113 -0.234  0.174
H -3.394 -1.052 -1.559  0.375
H -4.999 -2.597 -1.142  0.302
H -6.673 -2.838 -0.715  0.410
H -6.061 -2.769 1.521  0.238
H -4.419 -2.253 1.073  0.248
H -5.666 -1.046 1.242  0.467
H -0.973 5.581 0.334  0.451
H -2.293 5.537 -0.869  0.255
H -3.592 4.028 0.531  0.286
H -0.981 3.677 2.174  0.205
H -2.644 3.011 2.673  0.318
C 10.344 -3.277 -0.177  -1.370
C 9.686 -3.013 -1.502  0.558
C 10.607 -2.943 -2.702  -0.477
O 9.892 -2.073 -3.584  -0.344
C 9.121 -1.255 -2.817  0.637
O 8.554 -0.294 -3.220  -0.517
O 9.107 -1.694 -1.539  -0.313
H 11.156 -2.569 -0.001  0.381
H 9.617 -3.171 0.623  0.272
H 10.746 -4.291 -0.153  0.356
H 8.880 -3.730 -1.680  0.214
H 10.784 -3.900 -3.187  0.298
H 11.561 -2.473 -2.449  0.304
C -5.064 1.534 -5.690  -1.217
C -4.606 0.391 -6.548  0.518
C -3.689 -0.602 -5.867  -0.156
O -2.942 -1.130 -6.975  -0.384
C -2.908 -0.178 -7.938  0.604
O -2.229 -0.230 -8.913  -0.561
O -3.761 0.823 -7.639  -0.386
H -4.214 2.025 -5.215  0.236
H -5.594 2.278 -6.285  0.374
H -5.729 1.166 -4.910  0.341
H -5.461 -0.124 -7.000  0.203
H -4.205 -1.407 -5.352  0.274
H -2.998 -0.101 -5.184  0.158
C 5.065 -4.011 4.816  -1.504
C 5.412 -4.587 3.470  0.539
C 6.513 -5.628 3.449  -0.531
O 7.052 -5.467 2.131  -0.336
C 6.825 -4.183 1.748  0.579
O 7.307 -3.671 0.792  -0.478
O 5.983 -3.581 2.612  -0.257
H 5.960 -3.642 5.319  0.348
H 4.374 -3.177 4.705  0.361
H 4.596 -4.773 5.438  0.396
H 4.518 -4.969 2.969  0.271
H 6.169 -6.649 3.588  0.300
H 7.296 -5.396 4.176  0.295
C -5.584 -4.478 5.462  -1.446
C -5.098 -5.194 4.229  0.486
C -3.818 -5.985 4.385  -0.526
O -3.286 -5.954 3.058  -0.358
C -3.744 -4.829 2.451  0.643
O -3.349 -4.423 1.410  -0.475
O -4.712 -4.252 3.209  -0.299
H -4.791 -3.862 5.886  0.349
H -6.423 -3.826 5.220  0.361
H -5.911 -5.202 6.208  0.389
H -5.888 -5.824 3.810  0.259
H -3.961 -7.013 4.704  0.294
H -3.116 -5.482 5.055  0.306
C -5.349 6.184 2.854  -1.342
C -6.840 6.301 2.700  0.597
C -7.510 5.206 1.895  -0.427
O -8.669 5.876 1.379  -0.337
C -8.374 7.196 1.288  0.623
O -9.050 8.002 0.735  -0.542
O -7.211 7.461 1.921  -0.373
H -4.863 6.062 1.888  0.218
H -4.944 7.083 3.316  0.360
H -5.092 5.330 3.479  0.391
H -7.330 6.405 3.674  0.254
H -7.814 4.342 2.478  0.321
H -6.887 4.888 1.056  0.263